The following is a DFT calculation (ωB97M-V/def2-TZVPD) of a cluster of 12 separate species, C39H111N15O12 in total in a non-equilibrium geometry.

XYZ file:
```
177
Properties=species:S:1:pos:R:3:forces:R:3
C 0.14577 -3.61066 5.27685 2.2 -1.9 2.2
O 0.59934 -4.57201 5.88324 -0.3 -1.4 -1.1
N 0.00947 -2.50304 5.93059 -0.8 3.4 1.9
N -0.05752 -3.45827 3.97963 -0.5 -1.1 -3.0
H -0.25674 -1.69611 5.38463 0.2 0.4 0.9
H 0.53181 -2.47181 6.79446 -0.4 0.3 -0.1
H -0.05844 -4.32695 3.46436 -0.3 0.3 -0.3
H -0.60903 -2.66767 3.67817 0.1 -0.4 -0.2
C 4.91274 -1.76162 -1.65359 -0.5 1.1 5.6
O 5.32852 -0.90551 -0.86327 -0.3 -0.1 -0.7
N 5.29518 -1.92906 -2.84285 2.8 0.8 -6.2
N 4.06705 -2.73158 -1.32830 -2.0 -1.9 0.9
H 5.89862 -1.20277 -3.20127 0.0 -0.4 -0.3
H 4.96623 -2.67664 -3.43700 0.3 0.5 0.0
H 3.51638 -2.74094 -0.48167 0.3 0.1 -0.4
H 3.80890 -3.30535 -2.11840 -0.5 -0.3 0.9
C 3.51682 0.83636 3.79798 0.8 0.2 1.7
O 3.97008 0.31504 4.80188 -0.1 -1.2 0.8
N 4.00937 2.00225 3.41861 1.7 2.1 -0.2
N 2.51521 0.39328 3.06366 -2.1 -0.9 -1.6
H 4.77241 2.28032 4.01908 -0.1 0.2 -0.3
H 3.67381 2.65331 2.72319 -0.3 -0.4 0.2
H 2.57588 0.71253 2.10737 -0.3 -0.3 -0.4
H 2.07908 -0.49488 3.26628 0.5 0.1 0.0
C -4.28502 -0.18928 -3.90019 -1.0 -0.4 2.5
C -4.66174 0.78985 -4.90925 0.5 0.7 -1.4
C -6.18428 0.76565 -5.36996 0.0 -1.3 -1.0
O -6.42003 -0.51194 -5.92101 0.4 0.2 -2.2
C -6.00705 -0.64415 -7.38236 -0.3 0.3 0.7
N -4.03575 2.05865 -4.77632 0.7 -2.2 -1.1
H -4.87275 -1.10603 -3.85310 0.1 -0.1 -0.9
H -4.66616 0.27918 -2.99279 0.7 0.0 0.9
H -3.22378 -0.42906 -3.83404 -0.1 0.3 0.0
H -4.27136 0.32646 -5.81532 0.3 0.4 -1.3
H -6.40498 1.51831 -6.12686 0.1 0.4 0.4
H -6.75242 0.85860 -4.44439 -0.3 0.1 -0.1
H -6.12257 -1.64729 -7.79282 -0.1 -0.3 1.1
H -4.97742 -0.34523 -7.57881 0.5 -0.1 0.7
H -6.53740 -0.04144 -8.11964 -0.8 0.6 0.7
H -3.73017 2.44468 -5.65819 -1.0 0.9 -0.6
H -3.13342 1.90731 -4.34856 0.8 0.5 1.7
C -4.72999 -2.12777 3.96725 0.3 -0.7 -0.8
C -3.37633 -2.00667 4.59064 0.8 1.5 -0.2
C -2.68148 -0.73053 4.14482 -1.3 1.1 -0.3
O -1.41957 -0.50064 4.73040 -0.4 0.3 -0.8
C -0.79744 0.64879 4.20714 1.5 0.7 0.0
N -3.57819 -2.04912 6.00087 0.7 -0.3 0.6
H -4.56586 -2.03868 2.89337 -0.7 0.2 -0.2
H -5.44236 -1.43162 4.40997 0.2 0.3 -0.3
H -5.12258 -3.12393 4.17127 0.0 -0.1 -0.1
H -2.63738 -2.70569 4.19893 -0.4 -1.2 0.1
H -3.26673 0.17384 4.31122 -0.5 0.1 0.4
H -2.65153 -0.77512 3.05614 0.6 -0.2 -0.5
H -1.27060 1.63031 4.23615 -1.0 -0.2 1.0
H -0.56213 0.66247 3.14294 0.1 -1.1 -0.4
H 0.14341 0.74042 4.74984 0.0 0.1 -0.1
H -2.66155 -1.94712 6.41253 0.2 0.0 0.6
H -3.84233 -3.00958 6.16775 -0.2 -0.2 0.7
C 5.34354 2.90572 -0.81480 -0.4 1.5 -0.7
C 4.22032 2.62555 0.16108 1.1 0.7 1.5
C 3.26565 3.89649 0.36672 2.1 -2.6 0.2
O 2.59188 3.79555 1.63569 -0.5 0.6 -1.8
C 1.49464 4.69057 1.60029 -1.5 -0.2 0.1
N 3.62801 1.31904 -0.00546 -1.3 0.7 0.5
H 4.94986 3.26572 -1.76534 -0.1 -0.2 -0.4
H 6.06049 2.10855 -1.01128 -0.3 -0.2 0.4
H 5.85827 3.77342 -0.40220 0.5 0.0 -0.1
H 4.77497 2.52706 1.09423 0.0 0.3 0.4
H 2.65082 3.85939 -0.53257 -0.7 0.5 0.3
H 3.89310 4.78528 0.43351 0.0 0.1 -0.6
H 0.61411 4.16141 1.96464 0.1 0.0 0.5
H 1.16587 4.96669 0.59841 0.5 -0.1 -0.3
H 1.58792 5.63832 2.13054 0.6 -0.2 0.3
H 2.70085 1.34918 -0.40493 0.7 -0.2 -0.5
H 4.29335 0.69295 -0.43609 -0.3 -0.4 -0.2
C 1.52901 5.53562 -3.17510 0.7 0.2 -0.5
C 1.58412 4.34199 -4.06964 0.1 -1.4 -0.4
C 1.76287 4.76335 -5.50952 -0.2 -0.2 -0.1
O 1.50542 3.71766 -6.44517 -1.6 -0.7 -0.4
C 1.08500 4.16395 -7.76861 0.6 0.9 1.5
N 2.63954 3.44208 -3.68455 0.5 -1.4 0.5
H 1.79471 5.30187 -2.14415 -0.8 -0.2 0.1
H 0.53684 5.92964 -3.39524 0.2 0.8 0.8
H 2.36224 6.17356 -3.46982 -0.3 0.6 -0.2
H 0.66472 3.77729 -3.91501 -0.7 0.3 -0.5
H 2.82010 4.99117 -5.64536 0.0 0.8 0.1
H 1.08991 5.61697 -5.59061 0.1 0.3 -0.9
H 1.94955 4.75556 -8.06972 -0.3 0.0 -1.0
H 0.19555 4.79130 -7.71032 0.0 0.4 0.3
H 0.76872 3.39104 -8.46909 0.8 -0.6 0.4
H 2.17160 2.72976 -3.14258 0.2 -0.1 1.3
H 2.86723 2.79386 -4.42487 0.5 0.4 -1.0
C 5.53812 -3.29324 7.63900 0.3 0.6 -0.6
C 4.78881 -2.39639 6.64301 -0.7 1.5 0.8
C 3.76293 -3.03457 5.64617 0.6 0.1 1.6
O 4.40779 -3.80849 4.71085 -0.1 -2.0 -0.8
C 4.87954 -3.09133 3.63996 1.7 0.2 -0.3
N 4.15973 -1.24900 7.40068 0.4 -1.4 -0.3
H 4.95107 -3.68863 8.46794 -0.1 -0.1 -0.2
H 6.27851 -2.60163 8.04099 0.0 -0.1 0.5
H 6.13945 -4.05223 7.13857 -0.4 -0.3 0.0
H 5.58763 -1.81651 6.18069 0.0 -0.6 -1.0
H 3.11849 -2.31080 5.14723 0.1 0.6 0.1
H 3.10102 -3.72736 6.16582 -0.1 0.1 0.4
H 4.08769 -2.53414 3.13934 0.1 0.4 -0.1
H 5.43078 -3.71760 2.93853 -0.6 -0.6 -0.2
H 5.71745 -2.48901 3.99101 -0.3 1.1 -0.1
H 3.28600 -1.61399 7.75206 -0.4 0.3 0.2
H 3.97923 -0.56449 6.68029 -0.4 0.3 0.0
C 0.70269 0.77248 -6.14390 0.2 -0.9 -1.5
C -0.52869 0.39507 -5.34599 2.0 0.8 0.1
C -0.34640 -0.99450 -4.77929 -2.0 -0.5 -0.6
O 0.77234 -1.27374 -3.98913 0.1 -0.3 -0.3
C 0.85243 -2.61625 -3.56308 0.3 -1.5 0.8
N -0.64919 1.44466 -4.34405 -1.3 -0.5 0.4
H 0.37663 1.33154 -7.02096 0.5 0.3 0.1
H 1.19020 -0.13898 -6.48985 0.1 0.0 -0.3
H 1.46483 1.31372 -5.58327 -0.4 0.1 0.0
H -1.42432 0.38109 -5.96710 -0.1 -0.3 -0.2
H -0.40476 -1.63970 -5.65588 0.3 -0.4 -0.1
H -1.28065 -1.16794 -4.24523 -0.1 -0.6 0.7
H 1.55244 -2.76726 -2.74133 0.4 0.9 -0.1
H 1.15158 -3.36692 -4.29460 0.2 0.5 -0.8
H -0.01714 -3.09571 -3.11354 -1.0 0.8 -0.2
H -0.06656 1.07951 -3.60425 -0.2 1.0 0.5
H -0.12917 2.24317 -4.67882 -0.2 0.4 -0.1
C -0.85805 1.43777 -1.22396 -1.4 0.8 0.5
C 0.46662 0.79638 -0.91733 -1.3 -1.8 2.6
C 0.33409 -0.61532 -0.13802 -0.7 0.9 0.3
O 1.55863 -1.32643 0.05152 -0.5 1.6 -1.8
C 1.46858 -2.37745 0.94777 -0.4 0.8 1.3
N 1.13236 0.62875 -2.13468 2.0 -0.3 -0.7
H -0.69621 2.38462 -1.73911 0.2 -0.1 -0.2
H -1.56466 1.72457 -0.44515 0.5 -0.2 0.8
H -1.51465 0.83879 -1.85499 0.4 -0.4 -0.4
H 1.07508 1.37568 -0.22287 -0.4 0.5 -0.1
H -0.45090 -1.19850 -0.61948 0.2 -0.6 -0.8
H -0.13911 -0.47416 0.83370 0.2 0.5 0.5
H 1.19073 -1.98806 1.92720 -0.1 0.1 0.4
H 2.48045 -2.74802 1.11174 -0.3 -0.7 -0.3
H 0.63306 -3.03655 0.71201 0.5 -0.8 -0.4
H 1.87446 0.00313 -1.85540 1.1 0.0 -0.6
H 0.64631 0.02373 -2.78106 -0.2 -0.3 0.5
C -3.19103 -5.49153 1.82547 1.4 0.3 -0.4
C -3.34028 -4.57435 0.60396 1.4 -0.8 -0.3
C -2.40761 -5.03247 -0.62503 0.6 0.9 2.0
O -2.69682 -6.37726 -0.99296 0.7 0.4 0.3
C -1.82169 -6.83081 -2.01630 -0.4 -0.1 -0.7
N -4.62532 -4.74146 0.06182 -1.8 -0.7 -0.8
H -3.68663 -5.02782 2.67837 -0.3 -0.4 0.0
H -2.14011 -5.60268 2.09252 0.2 0.1 0.2
H -3.51083 -6.50244 1.57268 -0.4 0.1 0.2
H -3.30199 -3.53514 0.93055 1.2 0.2 -0.3
H -1.37854 -4.94508 -0.27649 0.4 -0.3 0.0
H -2.46962 -4.33650 -1.46162 -0.5 0.0 -0.3
H -2.03401 -6.25115 -2.91465 0.1 0.1 -0.3
H -1.98444 -7.88025 -2.26184 -0.6 0.1 0.3
H -0.74699 -6.78883 -1.83925 0.1 0.5 0.7
H -4.43613 -5.63733 -0.36448 -1.4 -0.5 -0.7
H -5.24268 -4.98397 0.82351 -0.6 0.2 0.1
C -1.70976 4.87655 3.55239 -0.7 -1.3 -0.7
C -2.37293 4.33861 2.26207 1.4 -0.5 -0.9
C -3.65050 3.56512 2.51632 -0.7 0.1 -0.2
O -4.20967 3.09188 1.26368 -0.3 -0.2 0.6
C -5.48648 2.44065 1.39228 0.2 0.0 0.3
N -2.52542 5.44440 1.30957 0.0 -0.3 1.0
H -1.52874 3.98260 4.14921 -0.3 0.2 0.6
H -2.44113 5.55060 3.99832 0.4 0.1 0.5
H -0.71251 5.29541 3.41770 -0.4 0.4 -0.4
H -1.70221 3.59874 1.82523 0.4 0.0 -0.2
H -4.33195 4.24599 3.02635 -0.6 0.1 0.0
H -3.48024 2.73076 3.19673 0.1 -0.3 0.0
H -6.26098 3.07723 1.82007 0.1 0.4 -0.1
H -5.49223 1.54772 2.01736 0.6 -0.1 0.3
H -5.84325 2.07203 0.43054 0.4 0.4 -0.3
H -3.03932 5.14904 0.49179 -0.2 -0.2 -0.1
H -3.14800 6.01258 1.86605 -0.3 1.0 -0.6
```
Forces are in eV/Å.

## Properties
Net charge ... +1
HOMO (spin up / spin down) ... -9.096 / -9.096 eV
Kohn-Sham gap (spin up / spin down) ... 6.0779 / 0.7948 eV
Spin multiplicity ... 2

The following is a DFT calculation (ωB97M-V/def2-TZVPD) of a structure of composition C26H30BrN2O7P2Tl.

XYZ file:
```
69
Properties=species:S:1:pos:R:3:forces:R:3
Tl -0.04533 -0.58931 0.54929 0.0 -0.1 -0.1
C 3.80692 -0.73830 2.46151 0.0 0.0 0.0
C 4.09538 -1.30187 1.09733 0.0 0.0 0.1
C 5.02540 -2.32033 0.91290 0.0 0.0 0.0
C 5.29634 -2.82554 -0.34830 0.0 0.0 0.0
C 4.63877 -2.31102 -1.45655 0.0 0.0 0.0
C 3.69704 -1.30061 -1.31717 0.0 0.0 0.0
C 2.95041 -0.75426 -2.50325 0.0 0.0 0.0
C 3.44149 -0.81407 -0.03276 0.0 0.0 0.0
N 2.39273 0.14010 0.10304 -0.1 -0.1 0.0
C 2.59415 1.38635 0.13885 0.0 0.0 0.0
C 3.94627 2.03390 0.12164 0.0 0.0 0.0
C 1.36635 2.28140 0.16389 0.1 0.1 0.1
C 1.59134 3.76117 0.12349 0.0 0.0 0.0
N 0.22384 1.73155 0.17354 -0.1 0.0 0.0
C -0.98534 2.50874 0.13531 0.1 0.0 0.0
C -1.68783 2.50141 -1.07015 0.0 0.0 -0.1
C -1.17494 1.72157 -2.25036 0.0 0.0 0.0
C -2.88689 3.19097 -1.12838 0.0 0.0 0.0
C -3.38072 3.84108 -0.00448 0.0 0.0 0.0
C -2.67682 3.80179 1.18295 0.0 0.0 0.0
C -1.45912 3.13257 1.28348 0.0 0.1 0.0
C -0.75967 3.06568 2.61341 0.0 0.0 0.0
H 4.29770 -1.33226 3.23034 0.0 0.0 0.0
H 2.73696 -0.70806 2.67039 0.0 0.0 0.0
H 4.17975 0.28614 2.54799 0.0 0.0 0.0
H 5.53868 -2.71964 1.77898 0.0 0.0 0.0
H 6.02014 -3.62054 -0.46883 0.0 0.0 0.0
H 4.84884 -2.70228 -2.44446 0.0 0.0 0.0
H 3.27123 -1.24860 -3.41844 0.0 0.0 0.0
H 3.11381 0.31918 -2.62392 0.0 0.0 0.0
H 1.87380 -0.90870 -2.39205 0.0 0.0 0.0
H 4.72471 1.28551 -0.00557 0.0 0.0 0.0
H 4.11290 2.55938 1.06418 0.0 0.0 0.0
H 4.02245 2.77150 -0.67695 0.0 0.0 0.0
H 2.25470 4.06530 0.93372 0.0 0.0 0.0
H 0.65435 4.30218 0.20548 0.0 0.0 0.0
H 2.08082 4.03224 -0.81467 0.0 0.0 0.0
H -1.15548 0.64893 -2.02850 0.0 0.0 0.0
H -0.16065 2.01160 -2.53348 0.0 0.0 0.0
H -1.82033 1.86541 -3.11503 0.0 0.0 0.0
H -3.44662 3.19949 -2.05563 0.0 0.0 0.0
H -4.32896 4.35972 -0.05347 0.0 0.0 0.0
H -3.08153 4.27078 2.07086 0.0 0.0 0.0
H -0.62268 4.06717 3.02585 0.0 0.0 0.0
H 0.20883 2.57229 2.57214 0.0 0.0 0.0
H -1.37623 2.50160 3.31611 0.0 0.0 0.0
O -3.94467 -1.31555 2.03039 0.0 0.0 0.0
P -2.85494 -0.16811 2.26333 0.1 0.1 0.0
O -3.40300 1.00918 2.94638 0.0 0.0 0.0
O -2.15000 -0.00671 0.91827 -0.1 -0.1 0.1
O -1.79452 -0.98392 3.20755 0.0 0.0 -0.1
P -0.36731 -0.53144 3.79739 0.0 0.0 0.0
O 0.20240 -1.94549 4.29417 0.0 0.0 0.0
O -0.42876 0.46256 4.87074 0.0 0.0 0.0
O 0.49667 -0.19342 2.56290 0.1 0.0 0.1
H -4.68364 -1.18625 2.63554 0.0 0.0 0.0
H 0.08646 -2.01602 5.24856 0.0 0.0 0.0
Br -0.68037 -6.07949 -3.37849 0.0 0.0 0.0
C -0.47974 -4.55226 -2.27743 0.0 0.0 0.0
C 0.72845 -4.33549 -1.63558 0.0 0.0 0.0
C 0.87536 -3.21370 -0.83124 0.0 0.0 0.0
C -0.18131 -2.32394 -0.67761 0.0 0.1 0.0
C -1.39321 -2.56271 -1.31542 0.0 0.0 0.0
C -1.54561 -3.68143 -2.12347 0.0 0.0 0.0
H 1.54433 -5.03500 -1.75536 0.0 0.0 0.0
H 1.81996 -3.05298 -0.32707 0.0 0.0 0.0
H -2.23084 -1.89125 -1.16813 0.0 0.0 0.0
H -2.48618 -3.87727 -2.61919 0.0 0.0 0.0
```
Forces are in eV/Å.

## Properties
HOMO ... -8.873 eV
Kohn-Sham gap ... 7.8920 eV
Spin multiplicity ... 1

The following is a DFT calculation (ωB97M-V/def2-TZVPD) of the molecule C2H6N4O2.

XYZ file:
```
14
Properties=species:S:1:pos:R:3:forces:R:3
N 0.36549 -0.94499 0.36246 -0.4 -0.6 0.3
C -0.50791 0.08503 0.22206 -0.5 0.3 -0.3
C 1.76715 -0.97046 0.22337 -0.1 0.3 0.0
N -2.84778 0.17413 -0.29362 -0.2 0.2 0.0
N 2.32262 0.22960 0.01250 0.3 0.3 0.0
O -1.78665 -0.40072 0.43532 0.3 -0.1 0.0
N -0.16404 1.26611 -0.06443 -0.1 0.4 -0.1
O 2.34464 -2.02726 0.29858 0.2 -0.4 0.1
H -0.05251 -1.84281 0.57051 0.2 0.1 -0.1
H -2.69480 -0.01773 -1.28412 0.2 0.1 0.2
H -2.86563 1.18358 -0.14756 0.1 -0.2 0.0
H 1.71813 1.03686 -0.07778 0.1 0.1 0.0
H 3.31558 0.28458 -0.12803 -0.1 -0.1 0.0
H -0.91427 1.94413 -0.12930 -0.1 -0.2 0.0
```
Forces are in eV/Å.

## Properties
HOMO ... -10.037 eV
Kohn-Sham gap ... 10.6656 eV
Spin multiplicity ... 1

Taking the records one at a time from the top gives ΔE to the lowest compared entry with this formula, charge and spin values of 1.891; 0.000; 0.570 eV.